Here is an isolated molecule of C5H10O from the OMol25 dataset. Energies are from wB97M-V/def2-TZVPD.

Geometry as ORCA input:
```
! wB97M-V def2-TZVPD RIJCOSX def2/J DEFGRID3
* xyz 0 1
O -0.89 0.47 2.08
C -1.00 -0.68 1.27
C -0.46 -0.50 -0.15
C -0.37 0.77 -1.04
C 1.08 0.33 -1.40
C 1.06 -0.51 -0.10
H -0.10 0.95 1.82
H -0.35 -1.51 1.64
H -2.03 -1.02 1.33
H -0.81 -1.33 -0.77
H -0.38 1.70 -0.47
H -1.08 0.86 -1.87
H 1.11 -0.28 -2.31
H 1.84 1.11 -1.48
H 1.39 0.15 0.72
H 1.48 -1.50 0.10
*
```

Values from the calculation:
E_HOMO = -10.151 eV
energy relative to the best compared isomer or geometry (same formula, charge and spin) = 32.9 kcal/mol
E_tot = -271.7002 hartree

Here are the Mulliken charges for atoms 1 to 6, given in e:
1. O -0.52
2. C -0.51
3. C -0.20
4. C -0.47
5. C -0.57
6. C -0.61